[1]
Computed, not measured: C6H12N6 as an isolated structure at a distorted geometry, with ωB97M-V/def2-TZVPD.

```
24
Properties=species:S:1:pos:R:3
C -2.955 0.141 2.530
C -1.045 0.132 0.860
C -0.430 -1.856 -0.045
C 0.603 0.000 -0.759
C 1.833 2.268 -1.057
C 2.377 0.248 -2.366
H -2.656 -0.315 3.741
H -3.484 -0.509 1.835
H -3.809 0.967 2.929
H -1.391 1.704 1.977
H 0.135 -3.856 -0.301
H -1.536 -3.386 0.492
H 2.846 2.193 -0.585
H 2.132 2.700 -2.202
H 0.929 2.732 -0.470
H 3.331 1.052 -2.333
H 2.864 -0.879 -1.674
H 1.806 0.036 -3.410
N -1.645 0.753 1.999
N -1.349 -1.148 0.725
N -0.394 -3.307 0.321
N 0.409 -1.303 -1.017
N -0.002 0.767 0.244
N 1.432 0.867 -1.435
```

## Properties
- Relative energy (zero: lowest compared OMol25 entry of this formula, charge and spin): 4.6110 eV
- Charge: 0
- Electronic energy: -564.20940 a.u.
- Molecular weight: 168.20 g/mol
- LUMO level: 0.81 eV
- Kohn-Sham gap: 0.34106 Eh
- 2S+1: 1

Atomic partial charges in e from the Löwdin method, atoms 1 to 6: -0.119 -0.412 -0.326 -0.388 -0.073 -0.128

---

[2]
Computed, not measured: an isolated ion of composition C6H12NO and charge -1, with ωB97M-V/def2-TZVPD.

```
20
Properties=species:S:1:pos:R:3
C -1.792 -1.244 0.207
C -2.215 0.006 0.309
C -1.426 1.263 0.030
C -0.027 1.102 -0.563
C 1.160 0.863 0.373
N 1.467 -0.487 0.777
C 2.149 -1.337 -0.305
O 2.482 -0.676 -1.388
H -2.510 -2.016 0.376
H -0.806 -1.543 -0.073
H -3.280 0.106 0.506
H -1.415 1.887 0.925
H -2.077 1.818 -0.658
H 0.132 2.038 -1.125
H -0.035 0.369 -1.370
H 2.023 1.222 -0.190
H 1.112 1.508 1.265
H 0.634 -0.912 1.159
H 3.005 -1.803 0.229
H 1.420 -2.166 -0.485
```

## Properties
- Relative energy (zero: lowest compared OMol25 entry of this formula, charge and spin): 0.5719 eV
- Charge: -1
- Electronic energy: -365.75771 a.u.
- Molecular weight: 114.17 g/mol
- LUMO level: 3.73 eV
- Kohn-Sham gap: 0.22079 Eh
- 2S+1: 1

Atomic partial charges in e from the Löwdin method, atoms 1 to 6: -0.005 -0.191 -0.231 -0.210 -0.292 -0.082